# C2H9N3P

A gas-phase ion, C2H9N3P (charge +1) at a distorted geometry (ωB97M-V/def2-TZVPD, OMol25).

The geometry in XYZ format:
```
15
C2H9N3P | OMol25 | ωB97M-V/def2-TZVPD
C 0.981 -0.027 -2.748
N 0.856 0.026 -1.378
C 1.082 0.260 -0.258
N 0.987 0.321 1.002
P -0.856 -0.389 2.023
N -1.654 0.086 0.691
H 0.775 0.896 -3.166
H 0.317 -0.763 -3.221
H 2.029 -0.356 -2.943
H 1.870 0.421 1.502
H -1.942 -0.929 2.902
H -0.023 -1.451 1.968
H -0.397 0.678 2.680
H -1.322 0.992 0.209
H -2.704 0.235 0.736
```

The LUMO energy comes out at -3.23 eV. The max |F| is 4.0 eV Å⁻¹. The SMILES is C[N+]#CN[PH3]N. Its net charge is +1.